A molecular structure, C19H46BeF6NO22S2, computed with ωB97M-V with the def2-TZVPD basis set.

Results
Gap between HOMO and LUMO ... 4.30 eV
Max |F| ... 6.27 eV Å⁻¹

Structure (ORCA input):
```
! RIJCOSX wB97M-V def2-TZVPD def2/J DEFGRID3
* xyz 1 1
Be -0.575 4.361 0.392
C -4.052 2.556 0.677
F -4.242 3.706 -0.011
F -3.524 2.901 1.831
F -5.162 1.853 0.849
S -2.768 1.416 -0.353
O -3.202 0.084 -0.012
O -2.947 1.862 -1.743
N -1.251 2.030 0.263
S -0.549 0.568 0.491
O -0.954 -0.133 1.726
O -0.516 -0.445 -0.543
C 1.247 1.011 0.958
F 2.006 0.079 0.480
F 1.429 2.250 0.509
F 1.302 1.066 2.266
O -2.039 4.415 -1.687
H -2.718 4.975 -2.063
H -2.103 3.596 -2.179
O 0.905 3.963 -1.493
H 0.407 3.718 -2.273
H 1.785 4.150 -1.819
O 1.622 5.386 1.189
H 2.244 4.673 1.338
H 2.088 6.174 1.468
O -0.167 3.409 2.785
H 0.569 2.846 3.024
H -0.544 3.680 3.622
C 1.089 -3.076 0.876
C 2.289 -3.904 0.720
C 2.714 -4.318 -0.637
O 4.065 -3.792 -0.751
C 4.363 -3.001 0.285
O 5.446 -2.341 0.330
O 3.379 -3.112 1.227
H 1.155 -2.565 1.837
H 0.109 -3.553 0.886
H 1.204 -2.308 0.111
H 2.355 -4.787 1.357
H 2.006 -3.999 -1.401
H 2.648 -5.406 -0.645
C 4.715 -0.544 3.084
C 5.432 0.831 2.813
C 6.350 1.014 1.609
O 5.615 1.963 0.771
C 4.601 2.530 1.518
O 3.827 3.415 1.165
O 4.372 1.762 2.630
H 5.495 -1.296 2.960
H 3.887 -0.682 2.390
H 4.466 -0.589 4.144
H 5.978 1.136 3.706
H 6.421 0.065 1.078
H 7.360 1.390 1.769
C -1.377 -3.145 -1.495
C -1.606 -4.689 -1.580
C -1.434 -5.189 -2.949
O -0.840 -6.433 -2.624
C -0.346 -6.467 -1.402
O 0.226 -7.454 -0.905
O -0.577 -5.317 -0.861
H -0.494 -2.817 -2.045
H -1.375 -2.818 -0.455
H -2.192 -2.641 -2.014
H -2.648 -4.894 -1.335
H -0.769 -4.611 -3.591
H -2.305 -5.375 -3.577
C -2.508 0.003 5.050
O -3.255 -1.230 5.138
H -1.686 0.038 4.335
H -3.265 0.723 4.741
H -2.069 0.349 5.986
H -3.070 -1.771 4.366
C 3.021 1.723 -3.620
O 3.224 2.552 -2.456
H 3.821 1.737 -4.360
H 2.784 0.689 -3.369
H 2.118 1.999 -4.165
H 3.157 2.033 -1.651
C -0.764 1.720 -4.271
O -0.174 2.948 -3.953
H -1.740 1.653 -4.750
H -0.160 1.201 -5.015
H -0.867 1.161 -3.342
H -0.200 3.564 -4.689
C -6.177 3.058 -2.355
O -7.377 3.377 -2.874
H -5.547 3.947 -2.355
H -6.534 2.766 -1.367
H -5.618 2.272 -2.862
H -7.259 3.506 -3.818
C -3.964 -2.956 1.804
O -3.691 -3.316 3.159
H -3.531 -1.956 1.760
H -3.613 -3.705 1.095
H -5.053 -2.984 1.808
H -3.902 -4.235 3.340
*
```